18
Properties=species:S:1:pos:R:3:lowdin_charge:R:1 method="wB97M-V/def2-TZVPD" de_lowest_kj_mol=310.5 total_energy_ev=-8898.479 smiles=C[C@@H]1CN[C@]1(C)O gap_ha=0.35290 charge=0
H 3.07 0.82 -0.33 0.09
N 0.83 -0.38 1.22 -0.01
H 1.23 -1.31 1.15 0.10
H -1.03 0.44 1.73 0.11
H -0.71 -1.28 -0.81 0.10
H -1.04 -1.34 1.69 0.11
C 0.97 0.29 -0.05 -0.44
H 2.85 -0.92 -0.22 0.07
C -0.81 -0.32 -0.31 -0.18
O 0.88 1.67 -0.02 0.00
H 2.42 -0.06 -1.71 0.07
H -2.51 0.31 -1.71 0.06
C -2.27 0.19 -0.65 -0.09
H -2.98 -0.58 -0.29 0.08
C -0.63 -0.45 1.21 -0.23
C 2.39 -0.01 -0.62 -0.01
H -0.06 1.83 -0.14 0.08
H -2.59 1.10 -0.13 0.06